The following is a DFT calculation (the ωB97M-V functional and the def2-TZVPD basis) of a cluster of 6 separate species, C37H71ClNO18 in total in a non-equilibrium geometry.

Last columns: bonded neighbours and bond lengths (Å).
Atoms and positions in Å:
1 C -1.630 4.666 2.027  C2 1.518, H28 1.194, H29 1.193
2 C -2.131 3.421 2.734  C1 1.518, C3 1.639, H30 1.170
3 C -1.388 2.001 2.387  C2 1.639, C4 1.640, H31 1.194, H32 1.187
4 C -2.387 0.710 2.236  C3 1.640, O5 1.458, C14 1.638, H33 1.196
5 O -3.510 1.158 1.421  C4 1.458, C6 1.457
6 C -3.435 0.793 0.013  O5 1.457, C7 1.671, C8 1.643, H34 1.195
7 C -2.529 1.906 -0.842  C6 1.671, H35 1.169, H36 1.180, H37 1.194
8 C -3.025 -0.766 -0.305  C6 1.643, N9 1.512, H38 1.195, H39 1.197
9 N -2.735 -1.477 0.997  C8 1.512, C10 1.503, C14 1.548, H40 1.066
10 C -3.918 -1.950 1.796  N9 1.503, C11 1.641, H41 1.196, H42 1.195
11 C -5.407 -1.716 1.147  C10 1.641, O12 1.362, Cl13 1.877
12 O -5.850 -2.500 0.125  C11 1.362
13 Cl -6.614 -0.387 1.694  C11 1.877
14 C -1.678 -0.708 1.826  C4 1.638, N9 1.548, C15 1.635, C24 1.667
15 C -1.257 -1.449 3.222  C14 1.635, C16 1.622, H43 1.177, H44 1.197
16 C -0.268 -2.733 3.138  C15 1.622, C17 1.624, H45 1.194, H46 1.196
17 C -0.797 -4.058 2.363  C16 1.624, C18 1.673, H47 1.184, H48 1.166
18 C 0.074 -4.302 0.956  C17 1.673, C19 1.646, H49 1.194, H50 1.175
19 C 0.891 -5.732 0.947  C18 1.646, C20 1.660, H51 1.177, H52 1.188
20 C 2.483 -5.560 0.511  C19 1.660, C21 1.656, H53 1.177, H54 1.194
21 C 2.786 -6.247 -0.966  C20 1.656, C22 1.645, H55 1.182, H56 1.182
22 C 2.433 -5.270 -2.241  C21 1.645, C23 1.659, H57 1.194, H58 1.186
23 C 1.515 -6.051 -3.380  C22 1.659, H59 1.187, H60 1.170, H61 1.181
24 C -0.245 -0.531 0.992  C14 1.667, O25 1.459, H62 1.189, H63 1.187
25 O 0.895 -0.090 1.788  C24 1.459, C26 1.473
26 C 1.830 0.559 0.853  O25 1.473, C27 1.661, H64 1.172, H65 1.185
27 C 3.326 0.793 1.536  C26 1.661, H66 1.185, H67 1.183, H68 1.175
28 H -0.464 4.889 1.905  C1 1.194
29 H -2.370 5.472 1.551  C1 1.193
30 H -2.988 3.548 3.521  C2 1.170
31 H -0.817 2.174 1.352  C3 1.194
32 H -0.526 1.793 3.175  C3 1.187
33 H -2.832 0.530 3.331  C4 1.196
34 H -4.537 0.925 -0.429  C6 1.195
35 H -1.558 1.450 -1.309  C7 1.169
36 H -2.349 2.866 -0.181  C7 1.180
37 H -3.186 2.283 -1.765  C7 1.194
38 H -3.802 -1.335 -1.012  C8 1.195
39 H -2.076 -0.682 -1.030  C8 1.197
40 H -2.217 -2.360 0.703  N9 1.066
41 H -4.014 -1.450 2.878  C10 1.196
42 H -3.868 -3.120 2.032  C10 1.195
43 H -2.149 -1.744 3.931  C15 1.177
44 H -0.657 -0.619 3.841  C15 1.197
45 H 0.827 -2.506 2.719  C16 1.194
46 H -0.068 -3.070 4.268  C16 1.196
47 H -0.618 -5.030 3.015  C17 1.184
48 H -1.916 -4.066 2.035  C17 1.166
49 H -0.642 -4.284 0.001  C18 1.194
50 H 0.871 -3.460 0.763  C18 1.175
51 H 0.884 -6.248 2.004  C19 1.177
52 H 0.431 -6.495 0.161  C19 1.188
53 H 3.174 -6.021 1.345  C20 1.177
54 H 2.806 -4.416 0.402  C20 1.194
55 H 2.152 -7.236 -1.098  C21 1.182
56 H 3.925 -6.556 -1.038  C21 1.182
57 H 3.416 -4.904 -2.811  C22 1.194
58 H 1.862 -4.277 -1.932  C22 1.186
59 H 0.413 -6.181 -2.959  C23 1.187
60 H 2.023 -7.086 -3.580  C23 1.170
61 H 1.489 -5.483 -4.416  C23 1.181
62 H -0.018 -1.507 0.351  C24 1.189
63 H -0.456 0.319 0.191  C24 1.187
64 H 1.882 -0.015 -0.168  C26 1.172
65 H 1.384 1.632 0.622  C26 1.185
66 H 3.237 0.722 2.715  C27 1.185
67 H 3.779 1.846 1.244  C27 1.183
68 H 4.088 -0.023 1.171  C27 1.175
69 C 5.600 -9.636 0.372  O70 1.426, H75 1.094, H76 1.095, H77 1.095
70 O 6.490 -9.519 1.480  C69 1.426, C71 1.357
71 C 6.171 -8.530 2.352  O70 1.357, O72 1.221, O73 1.357
72 O 5.220 -7.769 2.256  C71 1.221
73 O 7.092 -8.532 3.348  C71 1.357, C74 1.426
74 C 6.880 -7.535 4.345  O73 1.426, H78 1.095, H79 1.095, H80 1.093
75 H 5.951 -10.457 -0.259  C69 1.094
76 H 4.587 -9.872 0.713  C69 1.095
77 H 5.605 -8.718 -0.225  C69 1.095
78 H 5.918 -7.688 4.846  C74 1.095
79 H 6.936 -6.533 3.908  C74 1.095
80 H 7.674 -7.629 5.091  C74 1.093
81 C 5.132 7.172 0.968  O82 1.426, H87 1.094, H88 1.095, H89 1.095
82 O 4.095 6.244 1.279  C81 1.426, C83 1.357
83 C 3.755 6.206 2.592  O82 1.357, O84 1.221, O85 1.357
84 O 4.251 6.880 3.482  C83 1.221
85 O 2.766 5.289 2.745  C83 1.357, C86 1.426
86 C 2.305 5.141 4.086  O85 1.426, H90 1.095, H91 1.095, H92 1.093
87 H 5.323 7.118 -0.107  C81 1.094
88 H 4.822 8.194 1.212  C81 1.095
89 H 6.056 6.911 1.495  C81 1.095
90 H 1.881 6.081 4.454  C86 1.095
91 H 3.115 4.799 4.738  C86 1.095
92 H 1.516 4.384 4.091  C86 1.093
93 C 2.489 10.519 -3.955  O94 1.426, H99 1.094, H100 1.095, H101 1.095
94 O 3.223 9.366 -3.545  C93 1.426, C95 1.357
95 C 2.502 8.474 -2.820  O94 1.357, O96 1.221, O97 1.357
96 O 1.327 8.585 -2.509  C95 1.221
97 O 3.316 7.437 -2.500  C95 1.357, C98 1.426
98 C 2.688 6.413 -1.731  O97 1.426, H102 1.095, H103 1.095, H104 1.093
99 H 3.162 11.163 -4.527  C93 1.094
100 H 1.653 10.234 -4.602  C93 1.095
101 H 2.133 11.079 -3.084  C93 1.095
102 H 1.860 5.965 -2.288  C98 1.095
103 H 2.341 6.810 -0.771  C98 1.095
104 H 3.431 5.635 -1.533  C98 1.093
105 C 1.877 1.441 -5.674  O106 1.426, H111 1.094, H112 1.095, H113 1.095
106 O 0.682 0.771 -6.073  C105 1.426, C107 1.357
107 C -0.209 0.575 -5.069  O106 1.357, O108 1.221, O109 1.357
108 O -0.066 0.915 -3.905  C107 1.221
109 O -1.289 -0.067 -5.584  C107 1.357, C110 1.426
110 C -2.316 -0.342 -4.634  O109 1.426, H114 1.095, H115 1.095, H116 1.093
111 H 2.516 1.544 -6.555  C105 1.094
112 H 1.649 2.442 -5.294  C105 1.095
113 H 2.416 0.854 -4.924  C105 1.095
114 H -2.711 0.588 -4.212  C110 1.095
115 H -1.944 -1.000 -3.842  C110 1.095
116 H -3.129 -0.856 -5.155  C110 1.093
117 C -9.079 4.103 -2.712  O118 1.426, H123 1.094, H124 1.095, H125 1.095
118 O -8.345 2.951 -2.302  C117 1.426, C119 1.357
119 C -9.065 2.058 -1.577  O118 1.357, O120 1.221, O121 1.357
120 O -10.241 2.170 -1.266  C119 1.221
121 O -8.251 1.021 -1.257  C119 1.357, C122 1.426
122 C -8.879 -0.002 -0.488  O121 1.426, H126 1.095, H127 1.095, H128 1.093
123 H -8.405 4.747 -3.284  C117 1.094
124 H -9.915 3.818 -3.358  C117 1.095
125 H -9.434 4.664 -1.841  C117 1.095
126 H -9.708 -0.451 -1.045  C122 1.095
127 H -9.227 0.394 0.472  C122 1.095
128 H -8.137 -0.780 -0.289  C122 1.093

Energy   -3320.9510 Eh
Highest occupied orbital energy   -10.820 eV
Kohn-Sham gap   0.254 Eh
Energy above the lowest of the compared OMol25 structures with the same formula, charge and spin   1173.0 kJ/mol
Net charge   +1